ORCA calculation (wB97M-V/def2-TZVPD) on C11H24IO4P2Tc as an isolated structure.

The geometry in ORCA input format:
```
! wB97M-V def2-TZVPD RIJCOSX def2/J DEFGRID3
* xyz 3 4
C -1.62284 0.43586 -5.32356
C -1.99384 0.10621 -3.98747
H -2.47982 0.27885 -6.01278
H -0.77717 -0.21539 -5.62271
H -1.31632 1.50042 -5.34671
O -2.40117 -0.20861 -2.94789
I 1.92089 1.05376 -2.48228
Tc 0.33256 0.16045 -0.40491
P -0.79068 2.16634 -0.26937
C -1.79328 2.46706 1.23697
C 0.40380 3.51670 -0.11710
H -0.12458 4.47099 -0.21603
H -2.19727 3.73037 -1.45657
H 1.16200 3.40626 -0.89814
H -1.30394 2.65257 -2.56825
H -1.19791 2.16057 2.10975
H 0.87476 3.44831 0.86913
C -1.87215 2.69597 -1.63159
H -2.02505 3.53987 1.32595
H -2.74287 2.03431 -1.71514
H -2.71959 1.87755 1.21833
P 0.53057 -2.06412 -0.99965
C 0.08096 -3.29661 0.27474
C -0.28770 -2.67260 -2.49469
H 2.79252 -1.49849 -1.59176
H 2.39857 -3.22002 -1.94482
H 2.70605 -2.70089 -0.24445
C 2.29855 -2.40490 -1.21838
H -0.04926 -2.00485 -3.33148
H 0.08823 -3.68045 -2.71251
H 0.45374 -4.28455 -0.03274
H -1.01046 -3.32836 0.40316
H -1.37359 -2.69824 -2.33757
H 0.54864 -2.99006 1.22166
C -1.12188 -0.49386 0.68012
O -1.98564 -0.88750 1.36738
C 3.09872 0.23922 2.85514
C 1.92848 -0.18166 2.00060
O 1.11744 -1.04056 2.36369
O 1.83857 0.46664 0.84643
H 3.14730 -0.42680 3.71423
H 2.96019 1.26864 3.19982
H 4.04371 0.20566 2.30710
*
```

The value obtained for the HOMO-LUMO gap (alpha / beta) is 6.1 / 5.4 eV. The calculation puts the energy above the lowest of the compared OMol25 structures with the same formula, charge and spin at 0.0 kJ/mol. Its expectation value of S² is 3.777. For the LUMO energy (alpha / beta), the calculation gives -0.4590 / -0.5046 Eh. Its strongest force on any atom is 7.158 eV/A. For the total energy, the calculation gives -48833.45188 eV.


ORCA calculation (wB97M-V/def2-TZVPD) on C8H16O2 as an isolated structure.

The geometry in ORCA input format:
```
! wB97M-V def2-TZVPD RIJCOSX def2/J DEFGRID3
* xyz 0 1
C -0.62882 -0.99139 -0.71724
C -0.21137 -1.58972 -2.04487
C -0.80936 -2.05813 0.34508
C 0.94903 1.26405 -1.24389
C 0.95760 0.06281 -0.32932
O -1.81167 -0.22544 -0.80447
O 1.94381 -0.64094 -0.13769
H -2.06684 -0.07284 -1.72284
H 0.77693 -2.04450 -1.96840
H -0.18239 -0.83446 -2.83550
H -0.93318 -2.35069 -2.35971
H -1.23873 -1.63837 1.25708
H -1.48766 -2.84229 -0.00518
H 0.15595 -2.50447 0.59186
H 1.28187 0.95711 -2.23647
H -0.03837 1.71954 -1.31053
H 1.66750 1.99750 -0.87351
C -0.53281 2.15432 1.53271
C 0.33454 0.93692 1.51631
C 1.17069 0.52672 2.45807
H -0.08750 0.05085 0.59456
H -0.05556 2.98154 0.99986
H -0.73151 2.48128 2.55746
H -1.48931 1.95613 1.04315
H 1.75829 -0.37395 2.31007
H 1.30887 1.07842 3.38344
*
```

The value obtained for the HOMO-LUMO gap is 8.6 eV. The calculation puts the energy above the lowest of the compared OMol25 structures with the same formula, charge and spin at 461.2 kJ/mol. For the LUMO energy, the calculation gives 0.0262 Eh. Its strongest force on any atom is 3.757 eV/A. For the total energy, the calculation gives -12646.60236 eV.


ORCA calculation (wB97M-V/def2-TZVPD) on a 5-piece molecular cluster, C49H100F3N7O5P overall.

The geometry in ORCA input format:
```
! wB97M-V def2-TZVPD RIJCOSX def2/J DEFGRID3
* xyz 1 1
C 0.09210 -4.11771 1.14648
C -0.70627 -4.88099 0.68782
C -1.54041 -5.71742 -0.19638
C -2.57886 -4.93129 -0.94278
N -2.42696 -3.83034 -1.69999
C -1.12005 -3.18738 -1.87190
C -0.76190 -2.75796 -3.31831
C -0.30031 -1.29224 -3.29649
C 0.38501 -0.82119 -4.59060
N 1.55460 0.05510 -4.37398
C 2.72374 -0.76047 -4.00704
C 1.31815 1.04633 -3.41300
C 0.06429 1.89701 -3.46071
O 2.11380 1.24457 -2.51615
C -3.67041 -3.46607 -2.17231
C -3.95649 -2.25491 -3.01865
C -4.31639 -1.07079 -2.07564
C -5.75020 -0.59277 -2.17547
O -5.15596 -1.39863 -1.03573
C -4.60502 -4.36292 -1.73948
C -6.07005 -4.39952 -2.03548
C -6.43173 -4.76281 -3.49520
C -5.74087 -6.00280 -4.01597
F -4.44441 -5.78402 -4.30958
F -6.33662 -6.38127 -5.17373
F -5.85803 -7.04942 -3.17580
N -3.87319 -5.25409 -0.94164
C -4.55484 -6.34094 -0.23885
C -5.41457 -5.79175 0.91083
P -4.38432 -5.09287 2.23014
O -3.53163 -4.03068 1.66100
O -5.43797 -4.47919 3.25549
C -4.88087 -3.79073 4.39790
C -4.51530 -2.33113 4.11898
O -3.58590 -6.35109 2.81239
C -2.37206 -6.07101 3.54935
C -1.37046 -7.22461 3.29195
H 0.97233 -3.71314 1.59798
H -1.97390 -6.50584 0.41520
H -0.89010 -6.20956 -0.92943
H -0.37181 -3.90898 -1.55935
H -1.03771 -2.33946 -1.18946
H 0.11346 -3.33618 -3.62785
H -1.54299 -2.95457 -4.05064
H -1.13040 -0.60570 -3.09177
H 0.37429 -1.20035 -2.43713
H 0.73040 -1.65440 -5.20615
H -0.33369 -0.28353 -5.21711
H 3.62938 -0.16540 -3.94156
H 2.88294 -1.48545 -4.80886
H 2.53755 -1.29186 -3.06730
H 0.34638 2.93534 -3.29708
H -0.52971 1.61884 -2.58502
H -0.53073 1.77282 -4.36569
H -3.10648 -1.91388 -3.60027
H -4.84104 -2.43051 -3.62053
H -3.56180 -0.30515 -1.92134
H -6.52184 -1.25181 -2.55142
H -5.96901 0.27597 -1.56662
H -6.60107 -5.10214 -1.39401
H -6.48015 -3.42249 -1.77546
H -6.25192 -3.92148 -4.16265
H -7.50376 -4.96965 -3.51683
H -3.88399 -7.08272 0.18908
H -5.22047 -6.87162 -0.91816
H -6.01115 -6.61176 1.32677
H -6.11095 -5.00410 0.62580
H -5.67161 -3.78752 5.15000
H -4.03627 -4.30869 4.85627
H -4.59358 -1.78268 5.06181
H -3.48261 -2.25795 3.77937
H -5.19949 -1.86693 3.41004
H -2.57491 -6.00935 4.61931
H -1.89757 -5.13662 3.24595
H -0.40139 -6.82389 2.99812
H -1.31309 -7.84791 4.18153
H -1.75215 -7.80764 2.45047
C 2.05822 0.09600 1.86741
C 2.23358 1.42919 2.58150
N 3.61498 1.86090 2.66048
C 3.81951 2.97629 3.57005
C 3.15886 4.31436 3.22277
C 4.32345 1.94267 1.39287
C 3.74540 2.85394 0.30403
H 2.67601 -0.67765 2.32811
H 1.01389 -0.21984 1.93147
H 2.31390 0.16171 0.80812
H 1.85771 1.31215 3.60188
H 1.58851 2.17768 2.09511
H 4.89372 3.13215 3.69827
H 3.45979 2.66612 4.55683
H 3.67672 4.82330 2.41111
H 3.20121 4.97814 4.08943
H 2.10844 4.20331 2.95043
H 4.39783 0.93181 0.98204
H 5.35887 2.23125 1.58944
H 2.66590 2.74059 0.19810
H 4.19211 2.59970 -0.65872
H 3.96528 3.90508 0.48804
C -3.47599 -10.23299 1.10987
C -3.00693 -11.67781 1.06279
N -1.93898 -11.89758 0.10684
C -1.67416 -13.30596 -0.14904
C -1.15128 -14.16217 1.00895
C -0.76731 -11.05397 0.26649
C -0.02850 -11.09162 1.61054
H -3.77121 -9.88621 0.11604
H -4.34187 -10.14591 1.76865
H -2.70489 -9.56446 1.49933
H -3.85939 -12.29524 0.76879
H -2.72998 -11.99358 2.07995
H -0.98170 -13.38417 -0.99109
H -2.60655 -13.75345 -0.50723
H -0.10277 -13.96014 1.22372
H -1.22145 -15.21811 0.74199
H -1.72717 -14.01963 1.92385
H -1.06751 -10.01790 0.07502
H -0.06170 -11.28445 -0.53529
H -0.71144 -11.05952 2.46102
H 0.63191 -10.22457 1.69002
H 0.59839 -11.97572 1.70722
C 3.30830 7.50391 0.82358
C 3.64579 8.67593 1.73165
N 2.61096 9.69247 1.76524
C 3.03962 10.92970 2.39739
C 3.39924 10.89262 3.88675
C 1.28188 9.22799 2.12249
C 1.10494 8.52377 3.47406
H 3.07656 7.84767 -0.18598
H 4.16314 6.82796 0.76011
H 2.46379 6.92118 1.19604
H 4.56144 9.13774 1.35081
H 3.88537 8.29064 2.73520
H 2.27052 11.69013 2.23579
H 3.91546 11.29112 1.84733
H 2.51359 10.82770 4.51760
H 3.91600 11.81481 4.16056
H 4.06280 10.06298 4.13233
H 0.94000 8.54613 1.33883
H 0.59136 10.07338 2.06721
H 1.89300 7.79428 3.66785
H 0.15381 7.98640 3.48434
H 1.07851 9.22945 4.30279
C 4.09059 9.90700 -2.46678
C 4.28499 11.22350 -1.73089
N 5.67336 11.63796 -1.64793
C 5.89201 12.73058 -0.71492
C 5.24602 14.08554 -1.02524
C 6.38060 11.73760 -2.91333
C 5.81442 12.68104 -3.98228
H 4.69892 9.11826 -2.02020
H 3.04388 9.60471 -2.40177
H 4.33992 9.98112 -3.52645
H 3.90926 11.08978 -0.71157
H 3.64829 11.98988 -2.19978
H 6.96880 12.87097 -0.58623
H 5.53010 12.40065 0.26503
H 5.76531 14.60978 -1.82637
H 5.29816 14.72596 -0.14202
H 4.19417 13.99049 -1.29636
H 6.44262 10.73519 -3.34554
H 7.41931 12.01070 -2.71076
H 4.73306 12.58505 -4.08948
H 6.26003 12.44483 -4.95107
H 6.04765 13.72372 -3.77276
*
```

The value obtained for the HOMO-LUMO gap is 7.0 eV. The calculation puts the energy above the lowest of the compared OMol25 structures with the same formula, charge and spin at 0.0 kJ/mol. For the LUMO energy, the calculation gives -0.0688 Eh. Its strongest force on any atom is 3.508 eV/A. For the total energy, the calculation gives -90537.64438 eV.